17
Properties=species:S:1:pos:R:3:forces:R:3 method="wB97M-V/def2-TZVPD" e_above_lowest_kj_mol=40.69 max_force_ha_per_bohr=0.0217 homo_ev=-2.409 homo_lumo_gap_ev=5.6670 total_charge=-1 e_lumo_ev=3.26
C -2.260 -1.867 -0.736 0.31 -0.27 0.28
S -2.141 -2.141 1.049 -0.55 0.25 0.20
C -1.403 -0.528 1.504 -0.21 -0.75 -0.33
H -2.753 -2.722 -1.191 -0.24 -0.08 0.08
H -1.255 -1.828 -1.147 0.00 0.40 -0.15
H -2.815 -0.953 -0.918 0.12 0.05 -0.20
H -1.859 0.317 0.996 -0.09 -0.18 -0.16
H -1.505 -0.381 2.576 0.30 -0.21 0.08
H -0.391 -0.626 1.135 0.29 0.61 0.41
C 2.683 1.749 -0.136 -0.55 0.00 -0.29
C 1.583 0.854 -0.739 0.05 0.27 1.08
S -0.056 1.648 -0.627 0.11 0.24 -0.58
H 2.504 1.831 0.936 0.20 0.00 0.08
H 2.568 2.753 -0.545 0.17 0.07 -0.08
H 3.686 1.369 -0.348 0.13 -0.02 0.14
H 1.518 -0.017 -0.073 0.24 -0.32 -0.41
H 1.896 0.541 -1.736 -0.28 -0.05 -0.14



7
Properties=species:S:1:pos:R:3:forces:R:3 method="wB97M-V/def2-TZVPD" e_above_lowest_kj_mol=68.23 max_force_ha_per_bohr=0.0584 homo_ev=-10.473 smiles="O=S(=O)(I)OO" homo_lumo_gap_ev=8.7648 e_lumo_ev=-1.71
O -0.411 1.030 -1.489 0.77 0.95 -1.76
S -0.700 0.782 -0.143 0.76 -1.92 2.18
O -1.470 1.689 0.652 1.03 -0.47 -0.03
I -1.574 -1.437 -0.151 -0.62 -0.36 0.19
O 1.050 0.218 0.690 -1.80 2.20 0.04
O 1.297 -1.125 0.632 -0.14 0.08 -0.62
H 1.808 -1.159 -0.192 0.01 -0.48 0.00



7
Properties=species:S:1:pos:R:3:forces:R:3 method="wB97M-V/def2-TZVPD" e_above_lowest_kj_mol=120.27 max_force_ha_per_bohr=0.0593 homo_ev=-9.625 homo_lumo_gap_ev=9.1213 e_lumo_ev=-0.50
C 1.889 -0.371 0.899 0.46 0.45 -0.09
N -0.996 -0.159 -2.344 -0.21 0.12 -0.68
N 1.140 -1.220 1.010 -0.47 -0.77 0.16
N -1.207 0.054 -1.262 -0.09 0.27 -1.97
N -1.211 0.082 -0.072 0.57 -0.77 2.90
Br -2.200 1.196 0.988 -0.44 0.47 -0.31
H 2.585 0.418 0.780 0.19 0.23 -0.01



94
Properties=species:S:1:pos:R:3:forces:R:3 method="wB97M-V/def2-TZVPD" e_above_lowest_kj_mol=80.21 max_force_ha_per_bohr=0.0137 homo_ev=-7.259 homo_lumo_gap_ev=7.0032 e_lumo_ev=-0.26
Sr 0.304 -0.410 -0.880 -0.44 0.22 0.38
O 1.513 -0.417 -2.773 0.40 0.14 -0.56
C 1.620 -1.204 -3.792 -0.02 -0.22 -0.28
C 2.889 -1.546 -4.321 -0.05 0.09 0.06
C 3.027 -2.378 -5.407 0.05 0.00 0.00
C 1.910 -2.928 -6.032 -0.03 -0.05 -0.07
C 0.660 -2.620 -5.541 0.02 0.04 0.06
C 0.483 -1.765 -4.444 0.36 -0.07 -0.03
C -0.873 -1.476 -3.999 -0.42 0.07 -0.01
N -1.330 -1.192 -2.783 0.21 -0.07 -0.04
C -2.695 -1.075 -2.893 -0.12 0.01 -0.06
C -3.083 -1.277 -4.178 -0.06 0.03 0.06
N -1.924 -1.526 -4.866 0.14 -0.01 0.06
H 3.757 -1.132 -3.822 0.00 0.01 0.01
H 4.019 -2.619 -5.770 0.00 0.00 0.00
H 2.020 -3.603 -6.870 -0.01 0.00 0.00
H -0.205 -3.092 -5.996 -0.02 0.01 0.01
H -3.316 -0.861 -2.040 -0.01 0.00 0.00
H -4.048 -1.266 -4.651 0.00 0.00 0.00
H -1.838 -1.669 -5.856 0.00 -0.01 -0.01
C 2.963 -5.361 1.122 -0.10 0.07 0.25
Si 2.469 -4.476 2.716 0.15 -0.12 0.05
C 1.988 -5.818 3.966 0.09 0.17 -0.12
C 3.908 -3.476 3.423 -0.17 -0.14 -0.12
C 0.956 -3.353 2.532 0.04 -0.04 0.04
C -0.122 -3.448 3.394 0.01 -0.06 -0.11
C -1.233 -2.610 3.260 -0.02 0.06 -0.05
C -1.221 -1.705 2.223 -0.12 -0.12 0.16
N -0.189 -1.560 1.388 -0.13 -0.07 0.02
C 0.903 -2.339 1.536 0.05 -0.03 0.42
S 2.266 -2.016 0.525 0.26 -0.07 -0.24
H 3.581 -6.231 1.361 0.00 0.01 0.04
H 3.523 -4.706 0.460 0.01 0.05 -0.02
H 2.089 -5.720 0.576 -0.03 0.03 0.02
H 2.795 -6.551 4.032 0.02 0.00 0.01
H 1.087 -6.354 3.660 -0.01 0.01 -0.03
H 1.823 -5.426 4.972 -0.01 0.03 -0.01
H 4.786 -4.105 3.589 -0.01 -0.04 0.00
H 3.637 -3.021 4.378 -0.03 -0.01 0.02
H 4.184 -2.682 2.729 -0.01 0.00 -0.01
H -0.118 -4.192 4.183 0.01 0.00 0.01
H -2.081 -2.676 3.927 0.00 0.00 0.00
H -2.055 -1.035 2.045 -0.02 -0.01 0.02
C 4.018 5.601 4.808 0.02 0.01 0.02
C 3.541 4.536 3.865 0.01 -0.07 -0.04
C 4.212 3.326 3.746 0.01 0.08 0.05
C 3.777 2.336 2.879 -0.08 -0.01 -0.07
C 4.545 1.042 2.816 0.02 -0.06 -0.02
C 2.622 2.567 2.103 -0.02 0.29 0.14
C 2.170 1.495 1.237 0.03 -0.25 0.08
O 1.123 1.476 0.592 0.02 0.20 -0.01
C 1.926 3.794 2.213 0.09 -0.05 0.03
C 0.685 4.100 1.429 -0.06 0.01 -0.06
C 2.408 4.751 3.089 -0.02 -0.03 -0.04
H 4.892 5.276 5.369 0.00 0.00 0.00
H 3.231 5.863 5.517 0.01 0.01 0.01
H 4.279 6.509 4.262 0.00 0.01 0.00
H 5.095 3.149 4.348 0.01 -0.01 0.00
H 5.405 1.088 3.482 0.00 0.00 0.00
H 4.910 0.836 1.809 0.02 -0.03 0.02
H 3.931 0.192 3.119 0.01 -0.01 -0.02
H 2.810 0.604 1.186 0.00 0.05 -0.05
H -0.139 3.473 1.773 -0.01 -0.01 -0.02
H 0.812 3.900 0.366 -0.02 0.01 0.02
H 0.404 5.143 1.566 0.01 0.01 0.01
H 1.881 5.695 3.178 -0.02 0.00 -0.01
C -3.009 2.088 -0.308 -0.01 -0.01 0.01
N -2.976 1.220 0.881 0.10 0.00 -0.03
C -3.158 2.077 2.065 0.01 -0.02 0.06
N -4.411 2.829 2.014 -0.02 0.05 0.05
C -4.403 3.650 0.802 -0.01 0.01 0.00
N -4.259 2.841 -0.410 0.02 0.03 -0.06
C -5.365 1.884 -0.456 -0.01 0.01 -0.01
N -5.400 1.021 0.728 -0.04 -0.05 -0.01
C -4.126 0.311 0.812 -0.02 -0.02 0.00
C -5.516 1.877 1.912 -0.02 0.01 0.01
H -2.890 1.477 -1.206 -0.01 0.01 0.00
H -2.170 2.783 -0.261 -0.01 0.00 0.00
H -2.325 2.777 2.131 0.00 -0.01 -0.01
H -3.145 1.455 2.962 0.02 0.00 -0.02
H -3.572 4.357 0.857 -0.01 0.00 0.00
H -5.339 4.212 0.745 0.01 0.00 0.00
H -5.257 1.262 -1.348 -0.01 0.00 0.01
H -6.308 2.431 -0.522 0.01 0.00 -0.01
H -4.018 -0.335 -0.062 -0.02 0.00 0.01
H -4.139 -0.319 1.706 0.01 0.00 -0.01
H -5.528 1.248 2.805 0.00 0.01 -0.01
H -6.458 2.428 1.859 0.01 -0.01 0.00
N 0.806 2.378 -2.927 0.05 -0.09 0.04
C -0.143 2.314 -2.266 -0.07 0.13 0.00
H 1.645 2.176 -3.434 -0.02 -0.03 -0.04
O -0.334 1.227 3.256 0.00 0.07 0.12
H -0.206 0.323 3.563 -0.01 -0.01 -0.03
H -0.326 1.154 2.294 0.01 -0.10 -0.04



8
Properties=species:S:1:pos:R:3:forces:R:3 method="wB97M-V/def2-TZVPD" e_above_lowest_kj_mol=0.19 max_force_ha_per_bohr=0.0736 homo_ev=-12.519 smiles="O=C(O)O.F" homo_lumo_gap_ev=12.7742 e_lumo_ev=0.25
O 0.530 -0.540 0.546 2.83 -0.60 1.34
C -0.599 -0.544 0.212 -3.32 1.12 -1.43
O -1.059 0.207 -0.775 -0.69 -0.37 -0.18
O -1.626 -1.189 0.748 1.04 -0.41 0.72
H -0.282 0.494 -1.237 0.65 0.77 -0.76
H -1.204 -1.639 1.497 -0.54 -0.31 0.21
F 2.218 1.179 -0.555 -1.94 -1.38 1.09
H 1.540 0.597 -0.084 1.97 1.19 -0.98



13
Properties=species:S:1:pos:R:3:forces:R:3 method="wB97M-V/def2-TZVPD" e_above_lowest_kj_mol=65.39 max_force_ha_per_bohr=0.0624 homo_ev=-9.062 homo_lumo_gap_ev=9.3715 e_lumo_ev=0.31
C -0.420 0.031 -1.524 0.82 -0.23 0.45
C -0.494 -0.357 -0.035 -0.68 -0.94 -1.18
C -1.556 -0.230 0.772 1.20 0.21 -0.44
Br -3.227 0.452 0.342 -0.11 0.02 -0.04
N 0.620 -0.890 0.605 2.29 -1.13 0.15
C 1.642 -1.519 0.796 -2.44 2.03 -0.49
O 2.649 -2.007 1.113 0.40 -0.53 -0.03
H 0.440 0.747 -1.523 -0.92 -0.08 -0.51
H -1.403 0.484 -1.743 0.78 0.07 -0.27
H -0.147 -0.741 -2.331 -0.57 0.67 1.68
H -1.296 -0.444 1.787 -0.76 -0.08 0.65
Cl 1.585 2.624 1.447 0.02 -1.46 -2.18
H 1.604 1.850 0.295 -0.03 1.45 2.21



44
Properties=species:S:1:pos:R:3:forces:R:3 method="wB97M-V/def2-TZVPD" e_above_lowest_kj_mol=0.00 max_force_ha_per_bohr=0.0037 homo_ev=-3.841 homo_lumo_gap_ev=6.2775 total_charge=-1 e_lumo_ev=2.44
Ca -0.831 -0.725 -0.153 -0.02 0.00 0.01
Cl 1.111 -6.672 4.265 0.01 0.00 0.00
C 0.373 -5.501 3.229 -0.01 0.00 -0.01
C 0.807 -4.178 3.231 0.02 0.03 0.02
Cl 2.099 -3.701 4.275 0.00 -0.01 0.00
C 0.212 -3.242 2.403 -0.02 -0.04 0.00
Cl 0.728 -1.589 2.400 0.03 -0.02 0.03
C -0.850 -3.568 1.520 -0.05 0.03 -0.09
O -1.388 -2.706 0.751 0.01 -0.03 0.05
C -1.266 -4.926 1.547 0.02 0.00 0.02
Cl -2.554 -5.365 0.485 0.02 0.01 0.01
C -0.669 -5.862 2.375 -0.01 -0.02 0.00
Cl -1.216 -7.502 2.350 0.00 0.01 0.01
N 1.838 -2.250 -3.143 -0.02 0.04 -0.01
C 1.086 -1.372 -2.445 0.15 -0.05 0.08
O 1.205 -1.322 -1.211 -0.13 0.02 -0.14
C 0.130 -0.500 -3.212 0.00 0.00 0.06
C -1.286 -0.639 -2.626 0.02 0.04 0.00
H 2.419 -2.896 -2.637 0.01 -0.01 0.00
H 1.703 -2.364 -4.130 0.00 0.00 0.01
H 0.247 -0.712 -4.288 -0.02 -0.01 -0.01
H 0.497 0.522 -3.058 -0.03 0.00 0.00
H -1.732 -1.569 -3.005 0.00 -0.01 0.00
H -1.907 0.178 -3.010 0.02 0.01 -0.02
C -2.491 3.110 1.229 -0.06 -0.01 0.01
Si -0.895 2.052 1.103 0.02 -0.02 -0.03
C -0.044 2.421 2.780 0.03 0.03 0.02
C 0.124 3.106 -0.148 0.03 -0.01 0.01
C -0.199 3.044 -1.510 -0.02 0.00 -0.03
C 0.502 3.760 -2.471 -0.01 0.00 0.00
C 1.576 4.558 -2.098 0.02 0.00 0.02
C 1.930 4.629 -0.758 -0.01 -0.02 0.02
C 1.212 3.915 0.196 0.02 0.02 -0.02
H -2.270 4.140 1.533 0.01 0.00 0.00
H -3.185 2.681 1.958 0.01 0.01 0.01
H -3.016 3.147 0.271 0.02 0.00 -0.01
H -0.020 3.492 3.016 0.00 0.00 -0.01
H 0.985 2.048 2.805 0.00 0.00 -0.01
H -0.582 1.917 3.587 -0.01 0.00 -0.01
H -1.019 2.405 -1.832 0.00 0.00 0.02
H 0.217 3.686 -3.515 0.00 0.00 0.00
H 2.135 5.113 -2.842 -0.01 0.00 -0.01
H 2.769 5.244 -0.450 0.00 0.00 -0.01
H 1.513 3.993 1.235 -0.02 -0.01 0.01



52
Properties=species:S:1:pos:R:3:forces:R:3 method="wB97M-V/def2-TZVPD" e_above_lowest_kj_mol=10.03 max_force_ha_per_bohr=0.0116 homo_ev=-8.685 smiles="CSCCC(=O)N1CCC[C@](CO)(CCCc2ccccc2)C1" homo_lumo_gap_ev=9.3265 e_lumo_ev=0.64
C -2.935 -2.400 4.765 0.43 0.00 -0.34
S -1.379 -2.053 3.896 -0.03 -0.30 0.03
C -1.278 -3.607 2.930 -0.19 0.39 0.30
C 0.070 -3.734 2.229 0.05 0.12 0.14
C 0.516 -2.470 1.504 -0.07 -0.57 -0.15
O 1.367 -1.748 2.002 0.26 0.23 0.42
N 0.012 -2.219 0.278 0.15 0.08 -0.24
C -1.175 -2.791 -0.309 -0.48 -0.12 0.11
C -2.329 -1.790 -0.194 0.07 -0.07 -0.19
C -1.946 -0.453 -0.832 0.12 -0.02 0.24
C -0.601 0.090 -0.324 0.06 0.25 0.10
C -0.722 0.542 1.156 -0.27 -0.30 -0.28
O 0.498 0.950 1.707 0.48 0.08 0.17
C -0.160 1.330 -1.122 0.14 -0.37 -0.05
C 0.289 1.102 -2.563 -0.21 0.23 0.10
C 0.556 2.436 -3.275 0.09 -0.26 0.01
C 1.711 3.166 -2.650 -0.09 0.11 -0.12
C 3.015 2.773 -2.924 -0.02 0.00 0.01
C 4.087 3.414 -2.330 0.10 -0.04 0.00
C 3.868 4.461 -1.451 0.08 0.06 0.06
C 2.573 4.862 -1.172 0.03 0.08 0.08
C 1.503 4.218 -1.768 0.01 0.00 -0.04
C 0.443 -1.031 -0.434 0.14 0.45 0.05
H -3.733 -2.558 4.044 -0.14 -0.01 0.04
H -3.152 -1.528 5.372 -0.08 0.05 0.07
H -2.813 -3.273 5.399 -0.08 -0.04 0.08
H -2.111 -3.604 2.226 0.01 -0.11 -0.01
H -1.411 -4.434 3.631 -0.01 -0.04 -0.11
H 0.837 -3.915 2.986 -0.02 0.02 -0.15
H 0.050 -4.584 1.543 -0.01 0.01 0.02
H -1.429 -3.738 0.163 0.06 0.00 -0.04
H -0.967 -2.985 -1.369 -0.01 -0.06 0.07
H -3.214 -2.195 -0.689 -0.04 -0.03 0.04
H -2.570 -1.640 0.859 -0.04 -0.09 0.09
H -2.732 0.280 -0.637 -0.04 0.08 -0.07
H -1.882 -0.593 -1.913 -0.05 0.05 -0.08
H -1.384 1.413 1.199 -0.08 -0.08 -0.06
H -1.166 -0.251 1.766 -0.05 0.10 -0.05
H 1.003 0.153 1.948 -0.12 0.07 -0.02
H -0.997 2.033 -1.126 -0.07 0.11 0.05
H 0.658 1.797 -0.570 -0.05 0.06 0.02
H -0.479 0.561 -3.121 0.04 -0.10 -0.05
H 1.206 0.512 -2.584 0.02 -0.09 -0.06
H 0.780 2.234 -4.326 -0.05 0.08 -0.01
H -0.343 3.054 -3.232 -0.02 0.02 -0.06
H 3.191 1.958 -3.612 0.01 -0.09 -0.08
H 5.095 3.097 -2.554 0.07 -0.02 -0.02
H 4.704 4.962 -0.985 0.06 0.04 0.04
H 2.395 5.677 -0.486 -0.01 0.06 0.06
H 0.495 4.536 -1.546 -0.12 0.02 0.01
H 1.400 -0.703 -0.025 -0.06 -0.04 -0.13
H 0.581 -1.313 -1.481 0.02 0.01 0.01